An isolated molecule of C5H8N2 in a non-equilibrium geometry, computed with ωB97M-V/def2-TZVPD.

Geometry as XYZ:
```
15
Properties=species:S:1:pos:R:3
C -1.865 0.296 0.056
C -0.547 -0.349 -0.299
C 0.599 0.580 -0.580
C 0.291 1.998 -0.525
N -0.120 3.083 -0.531
N 0.536 -0.199 0.652
C 1.523 -1.276 0.718
H -1.690 1.355 0.264
H -2.565 0.260 -0.786
H -2.310 -0.121 0.959
H -0.583 -1.281 -0.868
H 1.352 0.323 -1.319
H 1.728 -1.758 -0.254
H 1.189 -2.049 1.417
H 2.463 -0.863 1.096
```

Values from the calculation:
Energy relative to the best compared isomer or geometry (same formula, charge and spin), eV: 1.718
Max |F|, eV/A: 1.418
Frontier orbital gap, eV: 10.81
Calculated total energy, Eh: -304.772356
HOMO energy, eV: -9.8737
Total charge: 0